Entry 1:
Here is a molecular structure, C39H42N5O4RuS from the OMol25 dataset. Energies are from ωB97M-V with the def2-TZVPD basis set.

Orbital gap (alpha / beta)   0.273 / 0.273 hartree
Calculated total energy   -2578.75211 hartree
HOMO (alpha / beta)   -9.7000 / -10.4464 eV
Total charge   +1
Spin multiplicity   5
ΔE to the lowest compared entry with this formula, charge and spin   0.000 eV

The geometry in XYZ format:
```
92
Properties=species:S:1:pos:R:3:mulliken_spin:R:1
Ru -0.40411 0.32793 0.06979 3.07
O -0.65552 1.89501 -1.69832 0.06
C -1.00047 1.13227 -2.90085 -0.14
C 0.41585 0.72364 -3.35054 0.02
C 1.26462 -0.30716 -2.62415 -0.01
C 2.24672 -0.92698 -3.38824 0.00
C 3.05216 -1.89228 -2.81769 0.00
C 2.83124 -2.24058 -1.49791 0.01
C 1.84180 -1.59205 -0.77566 -0.01
C 1.55156 -2.03441 0.63924 0.28
C 2.17051 -1.16178 1.75858 -0.17
O 1.44705 0.11394 1.73654 0.09
C 3.61801 -0.85318 1.39872 0.01
C 4.06266 0.42964 1.11736 0.00
C 5.38897 0.65253 0.76023 0.00
C 6.28025 -0.40270 0.68116 0.00
C 5.84295 -1.69044 0.97122 0.00
C 4.52452 -1.91106 1.32832 0.00
C 2.06412 -1.82257 3.12496 0.02
C 1.04559 -2.72577 3.41890 0.00
C 0.92429 -3.26150 4.69166 0.00
C 1.81138 -2.89375 5.69216 0.00
C 2.82245 -1.98731 5.41227 0.00
C 2.95007 -1.45951 4.13631 0.00
N 1.09322 -0.61547 -1.33067 0.05
C -1.55894 2.07681 -3.95807 0.02
C -1.19030 3.41796 -3.96652 0.00
C -1.64790 4.26109 -4.96724 0.00
C -2.46398 3.76920 -5.97502 0.00
C -2.82150 2.42947 -5.97906 0.00
C -2.37403 1.58631 -4.97232 0.00
C -1.95138 -0.01176 -2.56841 0.06
C -1.59147 -1.34996 -2.73101 0.05
C -2.48978 -2.36977 -2.44676 -0.01
C -3.76847 -2.06834 -2.00641 0.01
C -4.15308 -0.74121 -1.87820 0.00
C -3.26057 0.27794 -2.16863 0.04
H 0.98257 1.65783 -3.40744 0.00
H 0.31787 0.38775 -4.38297 0.00
H 2.36045 -0.65306 -4.42871 0.00
H 3.82094 -2.38350 -3.39917 0.00
H 3.41300 -3.01594 -1.02062 0.00
H 1.93247 -3.04910 0.75697 0.01
H 0.46798 -2.08861 0.79140 -0.08
H 3.37871 1.26320 1.18946 0.00
H 5.72413 1.66085 0.55193 0.00
H 7.31209 -0.22608 0.40747 0.00
H 6.53519 -2.52170 0.93083 0.00
H 4.20183 -2.91548 1.58274 0.00
H 0.31825 -3.00210 2.66799 0.00
H 0.13001 -3.96647 4.90329 0.00
H 1.71766 -3.31565 6.68463 0.00
H 3.51825 -1.69042 6.18612 0.00
H 3.74633 -0.75489 3.93173 0.00
H -0.54947 3.81225 -3.18716 0.00
H -1.36683 5.30593 -4.95726 0.00
H -2.82232 4.42931 -6.75379 0.00
H -3.45580 2.03786 -6.76351 0.00
H -2.66900 0.54354 -4.97741 0.00
H -0.61372 -1.62125 -3.10297 0.00
H -2.18789 -3.40008 -2.58382 0.00
H -4.47131 -2.86193 -1.78733 0.00
H -5.16036 -0.49469 -1.56707 0.00
H -3.58698 1.30540 -2.10121 0.00
N 0.59090 2.56931 0.43680 0.10
N -0.20810 3.68959 0.11445 -0.01
C -1.52061 3.54042 -0.27118 0.01
O -2.41331 4.27060 0.03963 0.00
O -1.83131 2.52483 -1.14650 0.01
H 0.70220 2.49697 1.44584 -0.01
H 1.49553 2.66314 -0.00966 0.00
H -0.11010 4.48400 0.73137 0.00
C -2.11343 2.28921 3.10621 0.02
N -2.00778 1.40159 1.94350 0.12
C -3.34079 1.15519 1.40143 0.02
C -1.18274 0.17876 2.04989 0.22
S 0.34213 0.53498 2.96219 0.00
N -1.76583 -1.06122 2.47692 0.02
C -2.48034 -1.87517 1.51333 0.11
C -2.29645 -1.14095 3.82378 0.01
H -2.71066 1.84378 3.91184 0.01
H -2.59774 3.21677 2.79684 0.00
H -1.13000 2.54072 3.49949 0.00
H -3.77905 2.10866 1.10168 0.00
H -4.00933 0.68671 2.13505 0.00
H -3.28207 0.51637 0.52307 -0.01
H -2.01472 -1.77687 0.52766 -0.03
H -3.54163 -1.61917 1.40074 0.01
H -2.42747 -2.92621 1.81509 0.00
H -1.59623 -0.67979 4.52274 0.00
H -2.40585 -2.18958 4.10954 0.00
H -3.27777 -0.65989 3.93844 0.00
```

Entry 2:
Here is a molecular structure, C39H42N8O3PSTc at a distorted geometry from the OMol25 dataset. Energies are from ωB97M-V with the def2-TZVPD basis set.

Orbital gap (alpha / beta)   0.261 / 0.230 hartree
Calculated total energy   -2995.46540 hartree
HOMO (alpha / beta)   -9.8869 / -10.2556 eV
Total charge   +1
Spin multiplicity   4
ΔE to the lowest compared entry with this formula, charge and spin   0.357 eV

The geometry in XYZ format:
```
95
Properties=species:S:1:pos:R:3:mulliken_spin:R:1
Tc 0.31111 0.25579 1.63266 2.83
O -3.46597 0.56708 3.25317 0.06
C -2.54807 0.88796 2.53257 -0.01
N -1.69894 -0.00861 1.88676 -0.01
C -2.12374 -1.36834 1.72629 0.02
C -3.44259 -1.77362 1.53620 -0.01
C -3.73230 -3.11268 1.33181 0.00
C -2.71589 -4.05602 1.31486 0.00
C -1.39820 -3.66765 1.48655 0.00
C -1.10166 -2.31797 1.68224 0.04
N 0.19527 -1.74279 1.81816 0.01
C 1.35021 -2.47200 1.81611 0.01
O 1.47661 -3.67779 1.83991 0.05
C 2.58390 -1.60997 1.74829 0.04
C 3.83435 -2.18567 1.77334 -0.01
C 4.94903 -1.36841 1.68241 0.01
C 4.76519 0.00241 1.56160 -0.01
C 3.48269 0.50601 1.54023 0.03
N 2.40196 -0.28459 1.63369 -0.05
C -2.28084 2.36131 2.31540 0.02
C -2.80526 3.27763 3.21982 0.00
C -2.62849 4.62703 2.96833 0.00
C -1.94926 5.01120 1.81950 0.01
C -1.45949 4.02398 0.98195 0.01
N -1.61624 2.71991 1.22039 0.03
H -4.24050 -1.04783 1.55857 0.00
H -4.76312 -3.41615 1.19246 0.00
H -2.94939 -5.10509 1.16904 0.00
H -0.60800 -4.39757 1.46864 0.00
H 3.89642 -3.26230 1.85614 0.00
H 5.94637 -1.79043 1.70716 0.00
H 5.60339 0.68255 1.48446 0.00
H 3.31478 1.56958 1.44623 0.00
H -3.33689 2.91025 4.08764 0.00
H -3.01959 5.37053 3.65255 0.00
H -1.80995 6.05715 1.57212 0.00
H -0.91878 4.29044 0.07576 0.00
S 0.70160 2.99730 5.16090 0.03
C -0.03792 1.56807 5.75042 -0.03
C -0.18453 0.62060 4.78501 0.07
C 0.32427 1.04921 3.52619 -0.21
C 0.83542 2.32257 3.59540 0.04
C 1.28102 2.98313 2.37809 0.03
C 1.93255 4.20360 2.27670 0.02
C 2.30446 4.66770 1.02878 0.01
C 1.99755 3.91930 -0.10401 0.00
C 1.33808 2.72004 0.05961 0.03
N 1.00032 2.25605 1.27358 -0.12
H -0.33467 1.51461 6.78944 0.00
H -0.64723 -0.34547 4.96017 0.00
H 2.14632 4.76933 3.17521 0.00
H 2.83331 5.60902 0.93233 0.00
H 2.26040 4.25880 -1.09629 0.00
H 1.04694 2.10235 -0.77902 0.01
O 0.40825 -0.12853 -0.56146 -0.02
P -0.05599 -0.63477 -1.90340 0.01
N 0.10659 -2.24058 -2.13990 0.00
C -0.97746 -3.25484 -2.08110 0.00
C -0.21213 -4.56990 -2.19879 0.00
C 1.09970 -4.27808 -1.46553 0.00
C 1.43452 -2.86036 -1.92068 0.01
N 0.91072 0.11703 -3.02266 0.00
C 0.86581 -0.32380 -4.44252 0.00
C 2.24456 0.04731 -4.99899 0.00
C 3.15810 -0.02556 -3.77381 0.00
C 2.28099 0.56679 -2.68026 0.00
N -1.64417 -0.32819 -2.14049 0.01
C -2.36631 -0.48766 -3.41595 0.00
C -3.79130 -0.15249 -3.00638 0.00
C -3.58224 1.08062 -2.11819 0.00
C -2.22231 0.84994 -1.43040 0.00
H -1.68469 -3.13015 -2.89737 0.00
H -1.52641 -3.19655 -1.13797 0.00
H -0.01028 -4.78962 -3.24965 0.00
H -0.76851 -5.40164 -1.77166 0.00
H 1.89713 -4.98161 -1.70751 0.00
H 0.93540 -4.30245 -0.38799 0.00
H 2.00399 -2.88324 -2.85740 0.00
H 2.02379 -2.30148 -1.18628 0.00
H 0.06979 0.17462 -4.99070 0.00
H 0.69571 -1.40296 -4.49966 0.00
H 2.22934 1.06820 -5.38720 0.00
H 2.54689 -0.61758 -5.80681 0.00
H 4.08795 0.52862 -3.90159 0.00
H 3.40258 -1.06498 -3.54185 0.00
H 2.33561 1.65974 -2.71456 0.00
H 2.56383 0.24262 -1.67818 0.00
H -2.24746 -1.48727 -3.82656 0.00
H -2.02473 0.23817 -4.16397 0.00
H -4.20989 -0.97778 -2.42694 0.00
H -4.43315 0.04284 -3.86404 0.00
H -4.37826 1.20644 -1.38559 0.00
H -3.55024 1.97899 -2.73408 0.00
H -2.33271 0.61795 -0.37973 0.02
H -1.57899 1.73060 -1.50772 0.00
```